(1)
C14H21N5O6S2 | wB97M-V/def2-TZVPD

The geometry in XYZ format:
```
48
Properties=species:S:1:pos:R:3:forces:R:3
O 3.057 -0.582 0.881 0.0 0.2 -1.2
C 2.734 -0.454 -0.275 0.0 0.0 1.2
O 3.458 -0.993 -1.284 0.1 -0.3 0.6
C 1.502 0.332 -0.714 0.2 -0.4 0.6
C 0.382 -0.636 -1.013 1.1 -0.3 -0.8
O 0.308 -1.716 -0.066 -0.4 0.1 0.0
S -1.005 -2.509 -0.523 0.0 -0.2 0.3
O -0.822 -3.152 -1.776 0.4 0.2 -0.4
O -1.462 -3.282 0.563 -0.3 0.3 0.4
O -1.869 -1.200 -0.745 -0.3 -0.1 -0.4
C -1.038 -0.103 -1.219 -0.1 -0.6 1.2
S -1.549 1.332 -0.266 -0.1 0.8 -0.3
H 2.877 -1.191 -2.021 0.0 0.1 -0.5
H 1.237 1.045 0.050 0.0 0.1 0.3
H 1.770 0.860 -1.619 -0.2 0.3 -0.3
H 0.661 -1.127 -1.947 -0.2 0.0 -0.3
H -1.140 0.070 -2.278 -0.6 0.3 -0.3
H -2.034 0.708 0.813 0.2 -0.3 0.0
C 0.769 -5.590 -0.124 -0.2 0.2 0.1
C 1.669 -6.718 -0.308 -0.1 0.1 0.0
N 2.378 -7.607 -0.452 0.1 -0.1 0.0
H 1.132 -4.926 0.659 0.1 -0.1 0.0
H 0.678 -5.015 -1.041 0.0 -0.1 -0.1
H -0.226 -5.924 0.159 0.0 -0.1 0.0
C 3.970 0.090 3.897 0.2 -0.4 0.0
C 3.364 1.405 4.016 0.0 -0.1 0.0
N 2.880 2.440 4.109 0.0 0.2 0.0
H 3.217 -0.663 3.681 -0.1 0.1 -0.1
H 4.697 0.071 3.088 0.0 0.1 -0.1
H 4.478 -0.190 4.818 0.0 0.1 0.1
C 3.739 5.136 6.349 0.1 -0.2 -0.3
C 3.197 5.955 7.421 0.1 -0.1 -0.1
N 2.770 6.600 8.266 -0.1 0.1 0.1
H 4.432 4.393 6.739 0.0 0.0 0.1
H 2.949 4.606 5.818 -0.1 0.0 0.0
H 4.274 5.747 5.625 0.0 0.1 0.1
C -4.617 3.302 -2.954 -0.3 0.3 0.1
C -3.545 2.393 -3.314 0.0 0.1 0.0
N -2.683 1.690 -3.591 0.2 -0.2 -0.1
H -4.392 3.805 -2.015 0.1 -0.1 0.0
H -4.753 4.061 -3.723 0.1 0.0 -0.1
H -5.549 2.755 -2.840 0.0 -0.1 0.0
C -5.088 -1.121 -5.475 0.1 -0.2 -0.2
C -5.601 -0.241 -4.439 0.0 -0.1 -0.1
N -6.005 0.450 -3.621 -0.1 0.1 0.1
H -4.420 -1.867 -5.049 0.0 0.0 0.1
H -5.902 -1.640 -5.978 -0.1 0.0 0.1
H -4.532 -0.554 -6.219 0.0 0.1 0.0
```
Forces are in eV/Å.

Its total charge is 0. Its HOMO-LUMO gap is 10.35 eV. The LUMO energy comes out at -0.002 Ha. Its spin multiplicity is 1. The calculation puts the energy relative to the best compared isomer or geometry (same formula, charge and spin) at 0.293 eV.

Here is what Mulliken gives for the atomic charges, in e: atom 1 (O): -0.504, atom 2 (C): 0.421, atom 3 (O): -0.460, atom 4 (C): -0.746, atom 5 (C): -0.022, atom 6 (O): -0.306, atom 7 (S): 1.074, atom 8 (O): -0.567, atom 9 (O): -0.589, atom 10 (O): -0.322, atom 11 (C): 0.210, atom 12 (S): -0.240, atom 13 (H): 0.368, atom 14 (H): 0.511, atom 15 (H): 0.361, atom 16 (H): 0.314, atom 17 (H): 0.268, atom 18 (H): 0.175, atom 19 (C): -0.566, atom 20 (C): 0.147, atom 21 (N): -0.372, atom 22 (H): 0.279, atom 23 (H): 0.205, atom 24 (H): 0.324, atom 25 (C): -0.682, atom 26 (C): 0.358, atom 27 (N): -0.414, atom 28 (H): 0.214, atom 29 (H): 0.224, atom 30 (H): 0.320, atom 31 (C): -0.662, atom 32 (C): 0.295, atom 33 (N): -0.354, atom 34 (H): 0.247, atom 35 (H): 0.215, atom 36 (H): 0.262, atom 37 (C): -0.842, atom 38 (C): 0.422, atom 39 (N): -0.430, atom 40 (H): 0.271, atom 41 (H): 0.283, atom 42 (H): 0.319, atom 43 (C): -0.808, atom 44 (C): 0.395, atom 45 (N): -0.416, atom 46 (H): 0.245, atom 47 (H): 0.314, atom 48 (H): 0.260

---

(2)
C14H21N6O2ReS6Sb | wB97M-V/def2-TZVPD

The geometry in XYZ format:
```
51
Properties=species:S:1:pos:R:3:forces:R:3
Re 0.422 1.583 0.424 0.0 0.1 0.1
S -1.041 3.110 -3.991 -0.3 0.1 0.0
Sb 1.003 2.498 -3.863 -0.1 -0.4 -0.3
S 1.006 3.323 -0.547 -0.1 0.2 0.3
S -0.339 0.279 -1.141 -0.2 -0.2 -0.2
S 3.138 2.516 -3.920 0.3 0.1 0.1
N -1.317 -5.853 -4.949 -0.1 -0.1 -0.1
C -0.725 -4.731 -4.558 0.1 0.1 0.0
C 0.661 -4.719 -4.241 -0.1 0.0 0.0
C 1.274 -3.566 -3.858 0.1 0.0 0.0
C 0.529 -2.367 -3.779 -0.1 0.1 0.1
C -0.854 -2.365 -4.079 0.0 0.1 0.0
C -1.466 -3.519 -4.456 0.1 0.0 0.0
S 1.324 -0.956 -3.356 0.0 -0.3 0.4
O 0.599 0.200 -3.895 0.0 0.3 -0.1
O 2.740 -1.021 -3.431 0.0 -0.1 -0.1
N 1.087 -0.609 -1.595 0.0 -0.1 -0.2
C 2.124 -0.465 -0.750 0.1 0.0 0.0
S 3.627 -1.264 -0.768 -0.1 0.1 0.0
C 4.104 -0.401 0.656 0.0 0.1 0.0
C 3.156 0.446 1.069 0.1 -0.1 0.0
N 2.003 0.415 0.280 0.1 -0.2 -0.1
H -0.800 -6.710 -5.060 0.0 0.0 0.0
H -2.290 -5.869 -5.212 0.0 0.0 0.0
H 1.234 -5.632 -4.332 0.0 0.0 0.0
H 2.336 -3.562 -3.653 0.0 0.0 0.0
H -1.418 -1.443 -4.043 0.0 0.0 0.0
H -2.517 -3.518 -4.711 0.0 0.0 0.0
H 5.081 -0.561 1.083 0.0 0.0 0.0
H 3.202 1.124 1.905 0.0 0.0 0.0
C -2.053 3.177 1.543 -0.1 0.1 0.0
N -1.657 2.886 2.916 0.1 0.0 0.0
C -1.901 3.971 3.880 0.0 0.0 0.0
C -0.963 1.794 3.222 -0.1 0.1 0.2
N -0.281 1.133 2.211 0.0 -0.1 -0.1
N -0.921 1.286 4.444 0.0 0.1 -0.1
C -1.997 1.485 5.427 0.0 0.0 0.0
C 0.120 0.336 4.847 0.0 0.0 0.0
H -2.925 3.830 1.564 0.0 0.0 0.0
H -2.357 2.266 1.023 0.1 0.0 0.0
H -1.272 3.724 1.004 -0.1 0.0 0.0
H -1.611 4.907 3.404 0.0 0.0 0.0
H -1.285 3.831 4.762 0.0 0.0 0.0
H -2.953 4.019 4.157 0.0 0.0 0.0
H -0.170 0.147 2.443 0.0 0.0 0.0
H -2.895 1.840 4.929 0.0 0.0 0.0
H -1.695 2.179 6.209 0.0 0.0 0.0
H -2.208 0.515 5.874 0.0 0.0 0.0
H -0.184 -0.692 4.634 0.0 0.0 0.0
H 0.263 0.433 5.920 0.0 0.0 0.0
H 1.063 0.571 4.359 0.0 0.0 0.0
```
Forces are in eV/Å.

Its total charge is +3. Its HOMO-LUMO gap is 5.28 eV. The LUMO energy comes out at -0.388 Ha. Its spin multiplicity is 1. The calculation puts the energy relative to the best compared isomer or geometry (same formula, charge and spin) at 0.000 eV.

Here is what Mulliken gives for the atomic charges, in e: atom 1 (Re): 0.650, atom 2 (S): -0.257, atom 3 (Sb): 1.360, atom 4 (S): -0.203, atom 5 (S): 0.039, atom 6 (S): -0.250, atom 7 (N): -0.409, atom 8 (C): 1.093, atom 9 (C): -0.864, atom 10 (C): -0.482, atom 11 (C): 0.195, atom 12 (C): -0.440, atom 13 (C): -0.919, atom 14 (S): 1.416, atom 15 (O): -0.701, atom 16 (O): -0.635, atom 17 (N): -0.014, atom 18 (C): 0.485, atom 19 (S): 0.081, atom 20 (C): -0.498, atom 21 (C): -0.517, atom 22 (N): 0.095, atom 23 (H): 0.225, atom 24 (H): 0.223, atom 25 (H): 0.351, atom 26 (H): 0.474, atom 27 (H): 0.428, atom 28 (H): 0.340, atom 29 (H): 0.457, atom 30 (H): 0.463, atom 31 (C): -1.351, atom 32 (N): 0.083, atom 33 (C): -1.194, atom 34 (C): 0.956, atom 35 (N): -0.522, atom 36 (N): 0.021, atom 37 (C): -1.182, atom 38 (C): -1.213, atom 39 (H): 0.399, atom 40 (H): 0.518, atom 41 (H): 0.332, atom 42 (H): 0.437, atom 43 (H): 0.411, atom 44 (H): 0.389, atom 45 (H): 0.268, atom 46 (H): 0.410, atom 47 (H): 0.379, atom 48 (H): 0.446, atom 49 (H): 0.384, atom 50 (H): 0.409, atom 51 (H): 0.435